Density functional theory data (ωB97M-V/def2-TZVPD) for a molecular structure, C31H38AsOPr.

```
72
Properties=species:S:1:pos:R:3
C -2.9236 -1.5976 2.4076
C -0.9895 -0.8577 -3.2574
C 0.7855 2.3873 2.7352
C 3.6619 -2.4752 2.8035
H 4.5834 -3.0048 3.0086
H -4.5920 -2.5863 5.2047
H -4.7579 -2.6786 2.7316
H 1.7037 4.2340 3.3556
H -2.4424 2.0678 1.6995
C 0.2543 0.7844 -4.8612
H -1.6958 -3.7446 -2.2547
H 1.6463 2.0229 -2.5274
C -0.3820 1.7709 2.2647
H 0.9194 4.8586 -2.2549
C 1.2695 -1.0989 2.2697
C 2.4468 -2.9693 3.2842
H 0.3943 0.3208 -5.8464
C 0.8010 3.7616 2.9896
C -1.5346 2.5375 2.0548
C -1.7431 -0.9067 4.4088
H -1.0847 -3.1889 -0.6887
C 3.6874 -1.2905 2.0665
C 0.1871 -0.2694 -3.8006
H 2.4286 -3.8842 3.8623
H -0.9014 -0.4165 4.8815
H -3.0681 -0.5783 -2.7690
C -1.8331 -0.9585 3.0121
C 0.8449 -1.9616 -2.3325
H 2.5588 0.3247 1.2581
H -0.5503 4.9111 -3.2469
Pr 0.2409 0.0644 -1.5330
H 0.3267 -2.6804 3.4040
H 1.3938 0.1132 -0.4612
H 2.7094 -2.6000 -1.4685
H -2.4105 4.5037 2.1513
H 3.4415 -0.9409 -2.7697
C -0.3508 4.5247 2.7775
H -3.0045 -1.6474 1.3303
H 2.9329 0.3922 -3.8122
C 1.6915 -2.9694 -1.6147
C 0.8664 2.0804 -1.7569
H 3.0402 -1.2473 -4.4684
H -2.6634 -1.4538 6.2775
As -0.4244 -0.1491 1.9383
O -0.9374 -0.4166 0.3822
C -0.2576 3.0207 -2.1807
C -2.4050 -0.5406 -3.6375
C 1.2566 -2.2827 3.0229
H 4.6300 -0.8988 1.7049
C -1.5182 3.9127 2.3106
H -0.3387 5.5881 2.9792
H 1.3384 2.4358 -0.8374
H 1.0934 1.4679 -4.6985
H -0.6634 1.3760 -4.8985
H 0.8598 3.9823 -3.7913
H -0.8286 3.3324 -1.2976
H -2.4728 -2.3849 -1.4331
C -0.5793 -1.9123 -2.3471
C -3.9172 -2.1830 3.1992
H -0.9671 2.4964 -2.8327
C 2.4989 -0.6033 1.8029
H 1.2772 -3.2110 -0.6326
C 0.2709 4.2667 -2.9111
C -1.5071 -2.8544 -1.6395
H 1.6798 1.8089 2.9151
C 1.3338 -0.9116 -3.2005
C -3.8237 -2.1313 4.5935
H 1.7514 -3.9012 -2.1932
H -2.4857 0.4572 -4.0764
C -2.7366 -1.4926 5.1982
H -2.7822 -1.2631 -4.3739
C 2.7628 -0.6635 -3.5802
```

Maximum force ... 11.448 eV/A
LUMO level (alpha / beta) ... -0.27631 / -0.30110 Ha
Total charge ... +2
Spin multiplicity ... 3
DFT total energy ... -109696.247 eV
Frontier orbital gap (alpha / beta) ... 0.24746 / 0.22265 hartree

Partial charges, Löwdin, in e: atom 1 (C): -0.083, atom 2 (C): -0.275, atom 3 (C): -0.091, atom 4 (C): -0.044, atom 5 (H): 0.118, atom 6 (H): 0.116, atom 7 (H): 0.112, atom 8 (H): 0.116, atom 9 (H): 0.112, atom 10 (C): 0.025, atom 11 (H): 0.122, atom 12 (H): 0.111, atom 13 (C): -0.292, atom 14 (H): 0.094, atom 15 (C): -0.273, atom 16 (C): -0.044, atom 17 (H): 0.124, atom 18 (C): -0.052, atom 19 (C): -0.087, atom 20 (C): -0.097, atom 21 (H): 0.095, atom 22 (C): -0.055, atom 23 (C): -0.289, atom 24 (H): 0.118, atom 25 (H): 0.111, atom 26 (H): 0.099, atom 27 (C): -0.304, atom 28 (C): -0.293, atom 29 (H): 0.076, atom 30 (H): 0.098, atom 31 (Pr): 1.035, atom 32 (H): 0.102, atom 33 (H): -0.023, atom 34 (H): 0.093, atom 35 (H): 0.115, atom 36 (H): 0.096, atom 37 (C): -0.045, atom 38 (H): 0.091, atom 39 (H): 0.092, atom 40 (C): 0.036, atom 41 (C): -0.192, atom 42 (H): 0.125, atom 43 (H): 0.115, atom 44 (As): 1.279, atom 45 (O): -0.533, atom 46 (C): -0.246, atom 47 (C): 0.035, atom 48 (C): -0.078, atom 49 (H): 0.115, atom 50 (C): -0.053, atom 51 (H): 0.117, atom 52 (H): 0.123, atom 53 (H): 0.087, atom 54 (H): 0.091, atom 55 (H): 0.083, atom 56 (H): 0.123, atom 57 (H): 0.093, atom 58 (C): -0.276, atom 59 (C): -0.054, atom 60 (H): 0.106, atom 61 (C): -0.133, atom 62 (H): 0.096, atom 63 (C): -0.055, atom 64 (C): 0.026, atom 65 (H): 0.093, atom 66 (C): -0.319, atom 67 (C): -0.045, atom 68 (H): 0.123, atom 69 (H): 0.091, atom 70 (C): -0.051, atom 71 (H): 0.123, atom 72 (C): 0.033

***

Density functional theory data (ωB97M-V/def2-TZVPD) for a molecular structure, C31H38BiN4O7SSbSe.

```
84
Properties=species:S:1:pos:R:3
H 3.6746 -1.5393 -3.7528
H -2.7244 -2.5460 2.2361
C 2.5906 0.3285 2.3777
C -4.7684 1.9020 0.6258
H -2.6077 -0.7504 -4.4331
C -2.5090 -0.9013 -3.3520
H -5.1318 2.8272 1.0923
H -2.0590 3.4516 -0.8543
H -4.9549 -0.1411 -3.6332
H -4.8524 -2.5307 1.0298
H 5.7926 -3.3494 -0.4960
C -3.1080 -1.4742 0.4208
C 3.6515 0.6260 1.3852
O 0.2383 -1.8475 -0.1764
C 4.1475 1.3685 -0.7315
H -0.2585 -0.2646 4.8383
H -1.6369 1.5663 -3.6591
H 3.6877 -3.3042 0.8399
N 3.2413 1.0371 0.1781
C 1.3214 -2.3902 0.2803
H -5.0548 -0.4480 -1.9064
S 0.5590 2.9224 -1.9961
H -3.7600 3.3399 -1.3337
H 2.1218 -0.4837 5.6155
C -2.6950 1.5691 -3.4170
H -2.6486 1.4133 2.3675
C 4.8676 -2.4383 -2.2116
H -2.5355 -0.8093 2.4233
N 4.7162 -0.5195 5.2406
H -3.5365 -2.7397 -1.3003
C 0.5752 -0.1060 4.1682
H -2.9009 2.4994 -2.8947
O 2.0039 3.0768 -2.0080
H -2.9046 -3.5827 0.1095
N 6.5883 -0.0682 3.4747
Sb -2.3168 0.3460 -0.5881
C 3.6923 -1.9404 -2.7437
C 5.9422 0.8522 0.7487
H -2.9999 3.1332 2.2284
C -2.8100 -2.6692 -0.4910
C 4.9956 0.5248 1.7174
H -5.2640 -1.1998 -0.0402
O 0.2422 1.5361 -2.6154
H -0.6631 0.2584 2.4551
H -3.2676 1.5765 -4.3542
C -4.5985 -1.4961 0.7668
C 2.5116 -2.4246 -0.6785
O 1.4677 -2.8345 1.4088
Bi 0.6892 0.4540 -0.6388
C 4.3223 -0.1542 4.0548
C -3.2767 2.0779 0.3749
C 5.5173 1.2831 -0.4860
H -1.2769 -1.7697 1.5948
H -1.8040 -2.6567 -0.9040
H 3.7600 1.7408 -1.6742
C -2.5527 2.2773 1.7072
C -3.1175 0.3179 -2.6445
C 4.8812 -2.9464 -0.9179
H -4.8231 -0.8865 1.6398
C -3.0750 3.3274 -0.4854
O -0.2326 3.9571 -2.5927
H -5.3354 1.7574 -0.2907
O 0.1224 2.6633 -0.5302
H 6.9938 0.7709 0.9938
N 1.3190 0.4148 1.9551
C 3.7130 -2.9296 -0.1754
O 1.3691 -1.4356 -2.5680
C 2.5201 -1.9408 -1.9928
C 1.8761 -0.2240 4.5937
H -3.3142 4.2015 0.1343
H 6.2225 1.5640 -1.2559
C -4.6418 0.2291 -2.6489
C 0.3450 0.1998 2.8324
H -3.0199 -1.8271 -3.1023
H -5.0952 1.2115 -2.5123
Se 6.4997 -0.5692 5.1867
H 1.5986 -1.0375 -3.4192
H -4.9978 1.0884 1.3032
C 2.9073 -0.0113 3.6843
H 5.7705 -2.4295 -2.8103
C -2.3474 -1.6418 1.7406
C 5.3602 0.0963 3.0747
H -1.4939 2.5042 1.5563
H -1.4454 -1.0333 -3.1384
```

Maximum force ... 0.850 eV/A
LUMO level ... -0.03624 Ha
Energy above the lowest of the compared OMol25 structures with the same formula, charge and spin ... 0.0 kcal/mol
DFT total energy ... -141616.525 eV
Frontier orbital gap ... 0.27647 hartree

Partial charges, Löwdin, in e: atom 1 (H): 0.120, atom 2 (H): 0.096, atom 3 (C): -0.135, atom 4 (C): -0.104, atom 5 (H): 0.092, atom 6 (C): -0.115, atom 7 (H): 0.094, atom 8 (H): 0.047, atom 9 (H): 0.092, atom 10 (H): 0.091, atom 11 (H): 0.103, atom 12 (C): -0.656, atom 13 (C): -0.145, atom 14 (O): -0.290, atom 15 (C): -0.101, atom 16 (H): 0.116, atom 17 (H): 0.055, atom 18 (H): 0.118, atom 19 (N): 0.043, atom 20 (C): -0.642, atom 21 (H): 0.050, atom 22 (S): 0.265, atom 23 (H): 0.072, atom 24 (H): 0.123, atom 25 (C): -0.111, atom 26 (H): 0.057, atom 27 (C): -0.078, atom 28 (H): 0.057, atom 29 (N): -0.221, atom 30 (H): 0.068, atom 31 (C): -0.010, atom 32 (H): 0.053, atom 33 (O): -0.347, atom 34 (H): 0.094, atom 35 (N): -0.221, atom 36 (Sb): 1.628, atom 37 (C): -0.025, atom 38 (C): 0.012, atom 39 (H): 0.092, atom 40 (C): -0.121, atom 41 (C): -0.086, atom 42 (H): 0.060, atom 43 (O): -0.575, atom 44 (H): 0.065, atom 45 (H): 0.096, atom 46 (C): -0.114, atom 47 (C): -0.085, atom 48 (O): 0.043, atom 49 (Bi): 1.861, atom 50 (C): -0.331, atom 51 (C): -0.676, atom 52 (C): -0.019, atom 53 (H): 0.048, atom 54 (H): 0.057, atom 55 (H): 0.099, atom 56 (C): -0.131, atom 57 (C): -0.663, atom 58 (C): -0.078, atom 59 (H): 0.064, atom 60 (C): -0.111, atom 61 (O): -0.286, atom 62 (H): 0.068, atom 63 (O): -0.575, atom 64 (H): 0.120, atom 65 (N): 0.049, atom 66 (C): -0.018, atom 67 (O): -0.051, atom 68 (C): -0.277, atom 69 (C): 0.023, atom 70 (H): 0.096, atom 71 (H): 0.113, atom 72 (C): -0.105, atom 73 (C): -0.109, atom 74 (H): 0.061, atom 75 (H): 0.075, atom 76 (Se): 1.114, atom 77 (H): 0.115, atom 78 (H): 0.053, atom 79 (C): -0.078, atom 80 (H): 0.107, atom 81 (C): -0.134, atom 82 (C): -0.333, atom 83 (H): 0.067, atom 84 (H): 0.064

***

Density functional theory data (ωB97M-V/def2-TZVPD) for a molecular structure, C31H38F6N4OP2Pt.

```
83
Properties=species:S:1:pos:R:3
O 0.3382 3.3104 3.0211
C 1.9408 4.8130 4.2109
Pt -1.3043 2.6035 1.2297
C -0.2774 -0.4317 1.5737
C -5.1171 -2.4344 -3.1402
C -1.7415 -4.3598 -1.1372
H 0.0930 0.1527 -0.4166
H 1.8931 -1.8478 2.3135
C 0.6091 2.8271 -5.6044
H 2.1182 2.1260 -7.1644
C 3.2357 -1.2326 -2.3465
C 1.9225 -1.8977 -4.0463
H -1.1523 1.4634 3.6929
N 2.0560 -0.9505 -3.0199
F -0.0380 5.3997 6.0437
H 3.3323 -3.4094 -4.8690
H 2.6584 0.2104 -5.2674
N -2.0494 -3.2073 -0.4217
C -5.6051 -1.2990 -2.3871
C -0.4968 -0.4440 -3.1241
C 1.0567 2.7491 5.3161
H 1.7984 2.4249 1.3847
C -2.5987 -3.6045 0.8109
H -1.3674 -0.4734 1.2780
H -1.3518 -2.4020 -3.0920
C 3.0580 -2.7236 -4.0761
H -3.0052 -5.6043 1.7014
H 2.1211 0.1646 4.6414
H -6.6159 -0.9350 -2.3795
C -2.1067 -5.4818 -0.3703
H -0.6854 -0.9419 3.5612
H 3.3711 -0.7744 3.7293
C 2.4373 -0.1758 3.6465
H 4.7511 -2.8269 -2.6055
H -0.3816 -0.7037 -4.1949
H 1.4433 3.2649 6.2058
C -0.8639 -1.7498 -2.3416
C 0.3505 2.3350 -4.3350
H 0.2022 2.1281 5.6209
H 2.8250 -0.2853 0.6311
H -1.3675 -4.3074 -2.1482
H -1.9943 -6.5162 -0.6785
P -1.9637 -1.4695 -0.9173
F 2.3542 5.2369 5.4523
C -4.5225 -0.7921 -1.6549
C -2.6484 -5.0000 0.8642
H -0.3832 2.6178 -3.6103
H -3.0595 -3.3011 -3.1711
F -0.7756 5.8001 3.9858
H -2.9594 -2.8479 1.5020
C 2.2250 1.3781 1.6609
H 0.1145 3.6624 -6.0895
H -5.6688 -3.0249 -3.8344
N -3.4215 -1.6284 -1.8690
H 3.5488 -0.6039 -1.5614
C 1.4318 -1.2811 3.1373
N 1.2417 1.2882 -4.0396
C -0.4315 4.8119 4.8565
H 1.8426 2.0786 4.9296
F 1.7226 5.9269 3.4609
C 1.9811 1.0522 -5.2024
F 3.0114 4.2203 3.6358
C 0.6345 -0.3175 0.4165
H 3.3660 1.8080 3.2365
H 1.3406 -1.9300 4.0332
H -2.5512 2.7171 3.3619
F -1.5924 4.1716 5.1486
H 0.0610 -2.2781 -2.0414
C 3.8444 -2.3514 -2.9342
C -1.9843 1.8191 3.0279
C -3.7760 -2.5986 -2.8109
H 1.0613 -1.9512 -4.6744
H 2.0828 1.0571 -0.3382
P 0.9484 0.4077 -2.4915
C 0.6353 3.8109 4.2378
H 0.7969 -1.3771 0.1537
C 0.0776 -0.8901 2.7977
C 1.9686 0.4173 0.5578
H -4.4245 0.0752 -1.0264
C 2.7249 1.0315 2.8495
H -2.6781 1.0166 2.7750
H -1.3269 0.2730 -3.0863
C 1.6600 2.0116 -6.1742
```

Maximum force ... 5.682 eV/A
LUMO level (alpha / beta) ... -0.25939 / -0.34507 Ha
Total charge ... +2
Spin multiplicity ... 5
DFT total energy ... -78873.347 eV
Frontier orbital gap (alpha / beta) ... 0.18764 / 0.10194 hartree

Partial charges, Löwdin, in e: atom 1 (O): -0.011, atom 2 (C): -0.467, atom 3 (Pt): 1.020, atom 4 (C): -0.207, atom 5 (C): -0.032, atom 6 (C): 0.004, atom 7 (H): -0.022, atom 8 (H): 0.129, atom 9 (C): -0.082, atom 10 (H): 0.107, atom 11 (C): -0.139, atom 12 (C): -0.165, atom 13 (H): 0.019, atom 14 (N): -0.239, atom 15 (F): 0.147, atom 16 (H): 0.105, atom 17 (H): 0.100, atom 18 (N): -0.180, atom 19 (C): -0.046, atom 20 (C): -0.385, atom 21 (C): 0.062, atom 22 (H): 0.125, atom 23 (C): 0.007, atom 24 (H): 0.021, atom 25 (H): 0.069, atom 26 (C): -0.059, atom 27 (H): 0.134, atom 28 (H): 0.108, atom 29 (H): 0.101, atom 30 (C): 0.043, atom 31 (H): 0.113, atom 32 (H): 0.139, atom 33 (C): -0.140, atom 34 (H): 0.094, atom 35 (H): 0.097, atom 36 (H): 0.118, atom 37 (C): -0.389, atom 38 (C): -0.187, atom 39 (H): 0.106, atom 40 (H): 0.126, atom 41 (H): 0.129, atom 42 (H): 0.133, atom 43 (P): 1.141, atom 44 (F): 0.141, atom 45 (C): -0.125, atom 46 (C): 0.022, atom 47 (H): 0.080, atom 48 (H): 0.083, atom 49 (F): 0.148, atom 50 (H): 0.138, atom 51 (C): -0.108, atom 52 (H): 0.099, atom 53 (H): 0.102, atom 54 (N): -0.291, atom 55 (H): 0.076, atom 56 (C): -0.162, atom 57 (N): -0.262, atom 58 (C): -0.481, atom 59 (H): 0.067, atom 60 (F): 0.156, atom 61 (C): -0.124, atom 62 (F): 0.148, atom 63 (C): -0.312, atom 64 (H): 0.111, atom 65 (H): 0.132, atom 66 (H): 0.023, atom 67 (F): 0.129, atom 68 (H): 0.082, atom 69 (C): -0.070, atom 70 (C): -0.177, atom 71 (C): -0.128, atom 72 (H): 0.096, atom 73 (H): 0.057, atom 74 (P): 1.149, atom 75 (C): -0.353, atom 76 (H): 0.122, atom 77 (C): -0.098, atom 78 (C): -0.227, atom 79 (H): 0.092, atom 80 (C): -0.108, atom 81 (H): 0.008, atom 82 (H): 0.078, atom 83 (C): -0.062